6
Properties=species:S:1:pos:R:3:forces:R:3:mulliken_charge:R:1 method="wB97M-V/def2-TZVPD" gap_ev="6.109 / 6.115" e_tot_ev=-23061.1383 spin_multiplicity=1
N 0.220 -1.975 1.028 0.497 0.783 -1.555 -0.21
N 0.626 -1.558 0.064 -1.206 -3.661 2.044 0.15
N -0.318 1.162 0.202 0.622 0.074 0.052 0.13
P -1.617 1.625 0.815 -0.955 0.224 0.789 -0.16
P 0.915 0.345 -0.412 -0.058 3.437 -1.991 0.02
H 0.174 0.401 -1.696 1.100 -0.858 0.660 0.08

39
Properties=species:S:1:pos:R:3:forces:R:3:mulliken_charge:R:1 method="wB97M-V/def2-TZVPD" gap_ev=8.592 e_tot_ev=-43232.4797 spin_multiplicity=1
C 3.162 4.571 4.193 5.909 -1.229 3.912 -1.32
C 2.532 3.253 4.267 0.927 4.741 3.849 0.47
C 1.765 2.780 5.241 -0.878 7.792 6.237 -0.06
C 1.341 1.569 5.206 -2.349 -3.132 1.045 -1.09
C 1.889 1.129 4.072 -5.476 -11.421 2.829 1.11
S 2.869 2.063 3.352 4.951 -1.640 -8.113 -0.44
C 1.559 -0.421 3.902 8.132 3.691 -9.647 -1.01
N 1.225 -0.488 2.332 -3.718 2.519 3.952 -0.31
C 1.853 -1.094 1.343 -9.452 5.122 0.973 -0.02
O 2.746 -1.727 1.420 13.111 -8.160 1.472 -0.49
C 1.155 -1.127 0.124 -6.543 6.153 -7.024 1.14
N 0.104 -0.263 -0.026 -0.980 0.367 1.003 -0.43
O -0.492 -0.121 -1.411 5.789 -5.127 3.689 -0.12
C 0.424 -1.170 -2.020 -2.859 4.717 -1.963 1.07
C 1.466 -1.453 -1.252 -2.064 -0.473 2.272 -1.41
H 2.167 -2.156 -1.256 3.085 -2.828 -1.659 0.46
C 0.035 -1.191 -3.475 6.372 -7.088 1.115 -0.81
O -1.163 -1.822 -3.661 7.259 -5.053 -1.642 -0.25
C -2.183 -1.223 -3.598 -11.731 4.730 4.629 0.64
C -3.427 -1.955 -3.151 5.738 5.255 -3.013 0.06
C -4.538 -1.237 -3.017 -5.139 -11.151 1.006 -0.10
C -4.707 -0.026 -2.770 -2.929 11.256 -0.934 -0.48
C -3.571 0.740 -3.142 -3.386 5.363 1.635 -0.37
C -2.433 0.160 -3.283 6.882 -1.370 -4.093 0.45
F -1.077 1.037 -3.828 -3.848 -1.266 1.378 -0.47
H -3.670 1.895 -3.231 0.443 -2.225 0.250 0.30
H -5.776 0.705 -2.760 3.186 -2.970 0.266 0.20
H -5.384 -2.066 -2.885 1.058 2.064 -0.146 0.18
F -3.344 -3.208 -3.140 -0.301 -4.238 0.136 -0.29
H 0.250 -0.369 -4.019 0.171 2.597 -1.428 0.42
H 0.966 -2.120 -3.890 -2.836 2.746 0.837 0.24
H 0.370 0.083 2.143 1.248 -0.947 -0.384 0.38
H 1.016 -1.047 4.419 -3.350 -2.241 3.132 0.44
H 2.593 -0.905 3.674 -1.372 0.300 1.562 0.34
H 0.690 1.129 5.993 0.663 -0.068 -1.191 0.34
H 1.530 3.342 6.168 0.212 0.474 -0.844 0.25
H 4.431 4.606 4.062 -3.570 -0.445 0.361 0.21
H 2.790 4.908 3.384 -2.074 3.414 -5.876 0.43
H 2.958 5.268 4.991 -0.284 -0.231 0.417 0.36

13
Properties=species:S:1:pos:R:3:forces:R:3:mulliken_charge:R:1 method="wB97M-V/def2-TZVPD" gap_ev=8.544 e_tot_ev=-5755.1329 charge=+1 spin_multiplicity=1
C 0.939 -0.027 -0.237 4.288 -0.731 2.378 0.58
C 2.094 -0.358 0.340 0.963 -1.474 -0.637 -0.77
C 0.039 0.772 -0.919 -0.438 -1.159 -0.934 -0.10
C -1.495 -1.135 -0.073 -1.528 1.888 -0.583 -0.68
N -0.420 -0.302 -0.354 0.786 2.892 -1.653 0.04
H 2.391 -1.354 0.791 -1.452 1.148 -0.212 0.25
H 3.069 0.122 0.148 -1.113 0.605 -0.158 0.27
H -0.036 1.476 -1.748 -0.831 0.179 0.551 0.36
H -0.795 2.645 1.421 0.006 0.586 0.646 0.20
H -2.346 -0.662 -0.655 0.199 -0.650 1.907 0.31
H -1.318 -2.006 -0.573 0.575 -2.816 -1.333 0.39
H -1.346 -1.338 0.976 -1.418 0.039 0.610 0.33
H -0.777 2.166 0.883 -0.036 -0.505 -0.583 -0.19

14
Properties=species:S:1:pos:R:3:forces:R:3:mulliken_charge:R:1 method="wB97M-V/def2-TZVPD" gap_ev=11.737 smiles=CC.O.O e_tot_ev=-6330.2569 spin_multiplicity=1
C 0.303 -1.490 2.294 2.882 -1.272 -0.477 -0.82
C -1.122 -0.932 2.560 0.609 1.013 0.178 -0.65
H 1.053 -0.858 2.829 -0.658 -0.043 -0.401 0.25
H 0.843 -1.650 1.237 -2.125 1.025 1.651 0.24
H 0.620 -2.487 2.703 -1.236 0.519 0.084 0.28
H -1.952 -1.334 1.943 0.651 0.143 0.390 0.26
H -1.403 -0.960 3.659 0.430 -0.437 -1.293 0.23
H -1.007 0.171 2.374 -0.555 -0.947 -0.134 0.21
O -1.228 0.865 -4.524 -0.391 -0.085 0.394 -0.64
H -1.476 0.713 -3.594 0.385 0.132 -0.593 0.33
H -0.274 0.966 -4.552 -0.009 -0.056 0.202 0.30
O 1.790 2.085 -1.975 0.183 0.616 -0.612 -0.63
H 2.067 3.010 -2.034 -0.050 -0.027 0.631 0.32
H 1.786 1.901 -2.920 -0.118 -0.581 -0.020 0.31

19
Properties=species:S:1:pos:R:3:forces:R:3:mulliken_charge:R:1 method="wB97M-V/def2-TZVPD" gap_ev="6.858 / 4.224" s_squared=0.754 e_tot_ev=-94770.2062 charge=+1 spin_multiplicity=2
Ag -2.283 5.056 -2.109 -0.023 -0.365 0.210 0.74
Br -2.875 2.952 -0.484 0.096 0.224 -0.258 0.14
C 1.852 -2.071 0.798 0.161 0.001 -0.024 -0.69
O 0.932 -1.478 -0.139 -0.230 -0.378 0.182 -0.24
P 1.125 -0.019 -0.684 -0.103 0.026 0.141 1.03
O 2.324 0.281 -1.428 0.519 0.245 -0.275 -0.69
O -0.190 0.154 -1.563 0.032 0.057 -0.064 -0.32
C -1.455 -0.369 -1.270 -0.604 -0.267 -0.329 -0.15
O 0.954 0.939 0.574 -0.057 -0.044 0.061 -0.30
C -0.080 0.724 1.530 -0.140 -0.049 0.161 -0.31
H 1.442 -1.996 1.803 -0.018 0.020 0.008 0.28
H 2.828 -1.590 0.758 -0.023 0.074 -0.062 0.34
H 1.965 -3.115 0.525 -0.060 -0.019 -0.029 0.25
H -1.829 -0.934 -2.128 0.161 0.060 -0.008 0.29
H -2.169 0.466 -1.147 -0.012 0.135 0.190 -0.18
H -1.499 -1.023 -0.401 0.180 0.141 0.103 0.30
H 0.264 1.131 2.477 -0.034 0.074 -0.016 0.28
H -0.306 -0.335 1.667 0.094 0.006 -0.038 0.27
H -0.997 1.229 1.220 0.063 0.057 0.048 -0.03

One value per record, in order, for ΔE to the lowest compared entry with this formula, charge and spin: 27.9, 347.8, 109.1, 22.9, 15.0 kcal per mole.